Entry 1:
DFT (ωB97M-V/def2-TZVPD) results for a structure of composition C34H39AsFeN9S3 in a non-equilibrium geometry.

**Multiplicity**: 6
**E_LUMO (spin up / spin down)**: -5.34 / -7.18 eV
**Net charge**: +2
**Total energy**: -177018.645 eV
**HOMO energy (spin up / spin down)**: -0.4640 / -0.4662 Eh
**ΔE to the lowest compared entry with this formula, charge and spin**: 56.3 kcal/mol

Last column: Löwdin charge in e.
Cartesian coordinates (Å):
1 Fe 0.8624 1.3858 0.8918  0.759
2 C 1.7145 -3.5213 2.9763  -0.409
3 S 0.4310 -2.5084 3.7483  0.899
4 C 0.7326 -0.9253 3.1162  -1.066
5 S 2.0491 -0.5752 2.0182  0.634
6 N -0.0128 0.0151 3.6004  -0.069
7 N 0.2009 1.2157 3.0571  -0.134
8 C 0.0599 2.2871 3.7266  -0.056
9 C 0.4125 3.5426 3.0785  -0.258
10 C 0.2027 4.7615 3.7115  0.007
11 C 0.5904 5.9311 3.0778  -0.020
12 C 1.1894 5.8471 1.8310  -0.026
13 C 1.3685 4.5938 1.2678  -0.107
14 N 0.9866 3.4642 1.8609  0.042
15 H 1.6114 -4.5102 3.4171  0.045
16 H 2.6991 -3.1168 3.1958  0.032
17 H 1.5540 -3.5670 1.9012  -0.017
18 H -0.2404 2.2805 4.7719  0.144
19 H -0.2447 4.7795 4.6963  0.126
20 H 0.4300 6.8895 3.5526  0.125
21 H 1.5164 6.7301 1.3015  0.119
22 H 1.8441 4.4907 0.2996  0.115
23 C -5.0262 2.6604 -2.0218  -0.063
24 C -5.0910 3.5926 -0.8143  -0.401
25 C -5.6651 2.8805 0.4105  -0.072
26 C -3.7280 4.2487 -0.5510  -0.091
27 N -2.6691 3.3032 -0.2130  -0.069
28 C -2.5006 2.5441 0.8827  -0.085
29 N -1.3930 1.8615 0.7317  0.004
30 N -0.8861 2.2337 -0.4571  -0.044
31 N -1.6366 3.0985 -1.0244  0.117
32 H -5.9887 2.1730 -2.1716  0.087
33 H -4.2737 1.8781 -1.8886  0.074
34 H -4.7851 3.2150 -2.9292  0.087
35 H -5.7553 4.4271 -1.0505  0.145
36 H -5.1170 1.9630 0.6363  0.063
37 H -6.6991 2.6029 0.2119  0.090
38 H -5.6610 3.5291 1.2894  0.087
39 H -3.8011 4.9753 0.2589  0.137
40 H -3.3839 4.7617 -1.4471  0.134
41 H -3.1476 2.5172 1.7417  0.145
42 C -2.7418 -5.2580 0.2708  -0.048
43 N -1.8562 -4.1122 0.0867  -0.021
44 C -2.1060 -2.8101 0.1950  -0.773
45 S -0.7859 -1.7189 0.0761  0.642
46 N -3.3186 -2.2908 0.3895  -0.028
47 C -4.6367 -2.9180 0.3787  -0.050
48 H -2.1301 -6.1152 0.5381  0.096
49 H -3.2925 -5.4971 -0.6394  0.092
50 H -3.4425 -5.0814 1.0818  0.084
51 H -0.9014 -4.3182 -0.1501  0.112
52 H -3.2997 -1.2973 0.5360  0.103
53 H -4.6728 -3.7410 -0.3275  0.079
54 H -5.3625 -2.1760 0.0544  0.093
55 H -4.9258 -3.2738 1.3679  0.094
56 C 3.1856 -5.7250 -3.2778  -0.055
57 C 2.8907 -4.5129 -3.8858  -0.058
58 C 2.5524 -3.4079 -3.1177  -0.089
59 C 2.5366 -3.5289 -1.7343  -0.359
60 C 2.8328 -4.7395 -1.1178  -0.120
61 C 3.1685 -5.8378 -1.8940  -0.065
62 As 2.1801 -1.9787 -0.5984  1.302
63 C 1.6858 -0.4762 -1.7090  -0.369
64 C 0.6117 -0.3388 -2.5753  -0.128
65 C 0.4314 0.8556 -3.2616  -0.068
66 C 1.2665 1.9350 -3.0123  -0.069
67 C 2.3338 1.8165 -2.1312  -0.034
68 C 2.5927 0.5889 -1.5157  -0.241
69 C 3.8357 0.2257 -0.8088  -0.235
70 C 4.9601 1.0312 -0.6723  -0.009
71 C 6.0973 0.5263 -0.0586  -0.046
72 C 6.1229 -0.7748 0.4255  -0.050
73 C 5.0078 -1.5898 0.2889  -0.081
74 C 3.8856 -1.0957 -0.3513  -0.370
75 H 3.4216 -6.5886 -3.8848  0.116
76 H 2.9299 -4.4182 -4.9627  0.116
77 H 2.3224 -2.4626 -3.5935  0.101
78 H 2.8124 -4.8257 -0.0369  0.094
79 H 3.4172 -6.7776 -1.4199  0.114
80 H -0.0514 -1.1741 -2.7553  0.094
81 H -0.3689 0.9519 -3.9831  0.116
82 H 1.0893 2.8748 -3.5188  0.116
83 H 3.0097 2.6501 -1.9832  0.112
84 H 4.9690 2.0473 -1.0464  0.114
85 H 6.9718 1.1541 0.0457  0.117
86 H 7.0126 -1.1540 0.9095  0.117
87 H 5.0096 -2.5977 0.6862  0.113

=====

Entry 2:
DFT (ωB97M-V/def2-TZVPD) results for a structure of composition C34H39ClN4O2P2Pt in a non-equilibrium geometry.

**Multiplicity**: 5
**E_LUMO (spin up / spin down)**: -5.20 / -9.21 eV
**Net charge**: +2
**Total energy**: -80269.580 eV
**HOMO energy (spin up / spin down)**: -0.3716 / -0.4308 Eh

Last column: Löwdin charge in e.
Cartesian coordinates (Å):
1 Pt -3.1037 1.2296 -1.2220  1.319
2 C -3.5739 1.0162 1.1033  -0.146
3 C -2.3046 1.5185 0.7470  -0.266
4 C -1.0271 0.7333 0.9083  -0.222
5 C -0.5199 -0.1338 -0.2534  -0.209
6 C -1.5782 -0.4219 -1.2858  -0.254
7 C -2.8144 -1.0366 -0.9618  -0.238
8 C -3.2581 -1.4531 0.4116  -0.173
9 C -3.9878 -0.3901 1.2700  -0.170
10 C -3.7330 0.7462 -3.0725  -0.261
11 H -4.3072 1.7436 1.4485  0.118
12 H -2.1816 2.5923 0.9192  0.117
13 H -1.2084 0.1096 1.7911  0.104
14 H -0.2513 1.4760 1.1278  0.107
15 H 0.3006 0.3953 -0.7640  0.095
16 H -0.0544 -1.0599 0.1355  0.108
17 H -1.2365 -0.4828 -2.3244  0.106
18 H -3.4013 -1.4385 -1.7923  0.100
19 H -2.4046 -1.8456 0.9746  0.113
20 H -3.9631 -2.2899 0.2858  0.123
21 H -5.0556 -0.4124 1.0066  0.121
22 H -3.9420 -0.7254 2.3171  0.139
23 H -4.7792 0.3924 -3.0407  0.028
24 H -3.0672 0.0129 -3.5596  0.012
25 H -3.7076 1.7248 -3.5823  0.011
26 P 3.1305 -1.8902 -1.1910  1.141
27 P 3.1133 0.6934 1.2644  1.098
28 N 2.7268 -3.6293 -1.1418  -0.289
29 N 4.6399 -2.1004 -2.3019  -0.173
30 N 2.5260 -0.1331 2.7398  -0.253
31 N 4.1336 1.9342 2.1485  -0.259
32 C 4.1120 -1.8674 0.3774  -0.398
33 C 4.4940 -0.4879 0.9488  -0.412
34 C 1.4420 -4.1572 -1.3627  -0.133
35 C 1.5054 -5.5456 -1.3005  -0.067
36 C 2.8661 -5.8979 -1.0255  -0.056
37 C 3.5716 -4.7120 -0.8686  -0.148
38 C 4.8605 -1.3568 -3.4661  -0.003
39 C 6.1376 -1.6290 -3.9670  0.026
40 C 6.7200 -2.6164 -3.1090  0.033
41 C 5.8055 -2.8363 -2.0773  -0.020
42 C 1.1564 -0.3301 2.9179  -0.158
43 C 0.9397 -1.2021 3.9753  -0.068
44 C 2.2275 -1.5170 4.5145  -0.064
45 C 3.1744 -0.8951 3.7125  -0.163
46 C 4.8217 1.8118 3.3607  -0.143
47 C 5.7330 2.8603 3.4946  -0.072
48 C 5.6065 3.6695 2.3170  -0.090
49 C 4.6489 3.0709 1.5070  -0.170
50 H 5.0619 -2.3800 0.1847  0.056
51 H 3.5805 -2.4669 1.1319  0.098
52 H 5.0409 -0.6551 1.8908  0.076
53 H 5.2043 0.0256 0.2805  0.085
54 H 0.6122 -3.4852 -1.5367  0.094
55 H 0.6820 -6.2322 -1.4492  0.105
56 H 3.2790 -6.9006 -0.9979  0.110
57 H 4.5919 -4.5569 -0.5463  0.082
58 H 4.0849 -0.7006 -3.8429  0.137
59 H 6.6130 -1.1582 -4.8180  0.129
60 H 7.6801 -3.1024 -3.2181  0.130
61 H 5.9448 -3.4437 -1.2005  0.108
62 H 0.4885 0.1994 2.2794  0.027
63 H -0.0214 -1.5702 4.2958  0.095
64 H 2.4253 -2.1139 5.3889  0.102
65 H 4.2535 -0.9280 3.7714  0.096
66 H 4.5879 1.0127 4.0426  0.077
67 H 6.4041 3.0252 4.3268  0.099
68 H 6.1549 4.5779 2.0999  0.098
69 H 4.2606 3.3578 0.5385  0.091
70 Cl -11.0498 4.7777 -1.0507  0.870
71 C -9.3769 4.3701 -1.0868  -0.572
72 C -8.4886 5.1373 -1.8590  -0.020
73 C -7.1355 4.7863 -1.9031  0.057
74 C -6.6631 3.6663 -1.2088  -0.025
75 C -7.5612 2.9012 -0.4419  0.052
76 C -8.9148 3.2506 -0.3677  -0.022
77 C -5.1963 3.2591 -1.3666  -0.539
78 O -4.3527 4.0010 -1.8783  0.062
79 O -4.9880 2.0411 -0.9075  -0.237
80 H -8.8643 5.9869 -2.4270  0.132
81 H -6.4506 5.3931 -2.4904  0.143
82 H -7.2006 2.0242 0.0947  0.132
83 H -9.6193 2.6636 0.2169  0.129